{
  "formula": "C4H10N2O2",
  "method": "wB97M-V/def2-TZVPD",
  "species": ["C", "C", "N", "O", "O", "H", "H", "H", "H", "H", "C", "C", "N", "H", "H", "H", "H", "H"],
  "coordinates": [[2.0733, 1.0564, -1.3988], [-0.3685, 0.3764, 1.1683], [-1.1643, 1.4637, 1.2745], [0.8684, 1.1254, -0.6562], [0.5134, 0.0609, 1.9247], [-1.0734, 2.0226, 2.1091], [-1.5994, 1.8869, 0.4730], [2.9238, 0.8613, -0.7357], [2.1748, 1.9708, -1.9831], [2.0324, 0.1716, -2.0426], [-0.6614, -2.2578, 0.4192], [-0.9715, -0.8318, 0.0811], [-1.8524, -0.5834, -0.7900], [-1.9086, 0.4083, -1.0290], [0.7263, 0.1101, -0.3411], [0.3897, -2.4668, 0.2130], [-0.8336, -2.4319, 1.4820], [-1.2690, -2.9427, -0.1683]],
  "forces_ev_per_angstrom": [[0.134, -0.660, -0.013], [-1.303, -2.412, -0.336], [-0.141, 0.008, 0.119], [-0.077, -3.422, 0.398], [-0.112, 0.048, 0.257], [0.314, 0.093, -0.236], [-0.042, -0.195, 0.081], [0.093, 0.530, -0.040], [0.184, -0.132, 0.101], [0.063, 0.313, -0.450], [0.385, 0.196, 0.397], [-0.823, 1.514, 1.249], [0.709, 0.094, -0.555], [-0.243, -0.010, 0.345], [0.724, 3.877, -1.388], [0.075, -0.039, 0.145], [0.131, -0.041, 0.009], [-0.072, 0.238, -0.082]],
  "charge": 0,
  "homo_lumo_gap_ev": 10.08,
  "total_energy_ha": -418.33925
}

=====

{
  "formula": "C37H101N7O10",
  "method": "wB97M-V/def2-TZVPD",
  "species": ["C", "C", "C", "O", "C", "N", "H", "H", "H", "H", "H", "H", "H", "H", "H", "H", "H", "C", "C", "C", "O", "C", "N", "H", "H", "H", "H", "H", "H", "H", "H", "H", "H", "H", "C", "C", "C", "O", "C", "N", "H", "H", "H", "H", "H", "H", "H", "H", "H", "H", "H", "C", "C", "C", "O", "C", "N", "H", "H", "H", "H", "H", "H", "H", "H", "H", "H", "H", "C", "C", "C", "O", "C", "N", "H", "H", "H", "H", "H", "H", "H", "H", "H", "H", "H", "C", "C", "C", "O", "C", "N", "H", "H", "H", "H", "H", "H", "H", "H", "H", "H", "H", "C", "C", "C", "O", "C", "N", "H", "H", "H", "H", "H", "H", "H", "H", "H", "H", "H", "C", "C", "C", "O", "H", "H", "H", "H", "H", "H", "H", "H", "C", "C", "C", "O", "H", "H", "H", "H", "H", "H", "H", "H", "C", "C", "C", "O", "H", "H", "H", "H", "H", "H", "H", "H"],
  "coordinates": [[-5.1922, 0.8852, -0.5502], [-6.2281, 0.0013, 0.2361], [-5.3853, -1.0461, 0.9774], [-4.6777, -0.3427, 1.9374], [-3.8392, -1.0960, 2.7541], [-7.1292, 0.6894, 1.1437], [-5.6599, 1.7532, -1.0246], [-4.7285, 0.2456, -1.3219], [-4.3347, 1.1944, 0.0595], [-6.8454, -0.6173, -0.4091], [-4.7633, -1.6858, 0.2581], [-5.9525, -1.8411, 1.4913], [-4.3165, -1.9792, 3.0742], [-3.6356, -0.4878, 3.6121], [-2.8754, -1.4088, 2.3112], [-7.7435, 1.2676, 0.5975], [-6.6231, 1.3143, 1.7950], [5.0217, -2.2596, 2.9305], [3.6173, -2.7053, 2.5398], [3.4376, -2.7427, 1.0269], [3.6021, -1.4710, 0.4646], [3.3788, -1.4510, -0.9371], [3.3444, -3.9812, 3.1900], [5.7872, -2.9416, 2.6050], [5.1501, -2.1093, 4.0026], [5.2508, -1.3146, 2.4196], [2.8791, -2.0230, 2.9976], [2.3612, -3.0832, 0.8378], [4.0595, -3.5065, 0.5321], [4.0124, -2.2178, -1.3489], [3.6105, -0.4816, -1.3625], [2.3423, -1.7807, -1.1358], [2.3580, -4.1482, 3.0352], [3.8131, -4.7425, 2.7115], [1.5951, 2.5317, 4.0444], [2.2422, 1.4240, 4.7841], [1.7517, 0.0951, 4.2226], [0.3365, -0.1352, 4.3102], [-0.0543, -0.2839, 5.6340], [3.7250, 1.4689, 4.7309], [0.5165, 2.3554, 4.0493], [1.9778, 2.6271, 3.0229], [1.7445, 3.4916, 4.5181], [2.0780, 1.4873, 5.8559], [2.2526, -0.6157, 4.8713], [2.0533, -0.0744, 3.1852], [0.5666, -0.9308, 6.2640], [-1.0495, -0.7320, 5.5462], [-0.2326, 0.6933, 6.1080], [4.0774, 0.8267, 5.4616], [4.0163, 1.1373, 3.7967], [-1.7067, 0.4541, -6.9255], [-0.7220, 1.1383, -6.0563], [0.0005, 0.1644, -5.1109], [-1.0120, -0.2436, -4.1867], [-0.6283, -1.1358, -3.2114], [0.1840, 1.9835, -6.7991], [-2.2855, 1.1446, -7.5236], [-2.3682, -0.1559, -6.2466], [-1.2328, -0.2764, -7.6002], [-1.2440, 1.8424, -5.3575], [0.7832, 0.6837, -4.5965], [0.3845, -0.6772, -5.6939], [0.2840, -0.8317, -2.6603], [-0.4974, -2.1636, -3.5540], [-1.4430, -1.0884, -2.4635], [0.9848, 2.2376, -6.2940], [0.4426, 1.6734, -7.7407], [2.4283, 4.7066, -5.2246], [3.3833, 3.5853, -4.7606], [3.1876, 3.2202, -3.2701], [3.3520, 4.4100, -2.4952], [3.1148, 4.2154, -1.1178], [3.0871, 2.4085, -5.6358], [2.7625, 5.6509, -4.8157], [1.4150, 4.4558, -4.9643], [2.5178, 4.7448, -6.3317], [4.4037, 3.9328, -4.9719], [3.9965, 2.5071, -2.9292], [2.2475, 2.7122, -3.0727], [3.8353, 3.4822, -0.7512], [2.0843, 3.8889, -0.9049], [3.3144, 5.1742, -0.6567], [3.6783, 1.6374, -5.3703], [3.2552, 2.6839, -6.6110], [2.4575, -6.6045, 0.4875], [1.7872, -6.6913, -0.9428], [1.3560, -5.3684, -1.4887], [0.5084, -4.7242, -0.5700], [-0.3363, -3.7056, -1.1085], [2.8157, -7.2092, -1.8878], [3.0795, -7.5169, 0.6969], [1.7245, -6.5720, 1.2990], [3.0703, -5.6833, 0.4399], [0.8948, -7.3508, -0.8968], [0.8486, -5.4505, -2.4465], [2.2628, -4.7966, -1.6758], [-0.8396, -3.2277, -0.2597], [-1.0680, -4.0817, -1.8174], [0.2618, -2.9445, -1.5812], [3.2573, -8.0004, -1.4557], [2.4820, -7.5144, -2.7836], [-2.2089, 2.3980, 3.3941], [-2.9291, 3.7161, 2.9734], [-2.7906, 3.9691, 1.4233], [-1.4257, 4.0867, 0.9484], [-0.7643, 5.3122, 1.2345], [-4.3779, 3.4804, 3.2930], [-2.2399, 2.4207, 4.4797], [-1.1832, 2.3600, 3.0204], [-2.6676, 1.5367, 2.9392], [-2.5160, 4.5953, 3.5702], [-3.4508, 4.7996, 1.1509], [-3.0825, 3.0629, 0.8928], [-1.3065, 6.1838, 0.8426], [0.2440, 5.2669, 0.7882], [-0.6339, 5.3705, 2.3152], [-5.0206, 4.2677, 3.2165], [-4.5641, 2.8022, 2.5647], [-1.1042, 5.2883, -2.6940], [-1.6035, 3.8536, -2.6965], [-0.5121, 2.8161, -2.8703], [-2.4034, 3.6228, -1.5280], [-0.1683, 5.4168, -2.0828], [-1.9117, 5.9024, -2.2825], [-0.8034, 5.6506, -3.6905], [-2.2861, 3.6938, -3.5575], [-0.9996, 1.8341, -2.9607], [0.1721, 2.7751, -2.0591], [0.0624, 3.0227, -3.8073], [-1.8153, 3.7410, -0.7765], [-1.6539, 0.4383, 0.1493], [-0.2794, -0.1709, 0.4807], [0.9394, 0.7523, 0.4882], [-0.2992, -1.1157, 1.6072], [-1.5864, 0.9651, -0.8105], [-1.9522, 1.1415, 0.9417], [-2.4353, -0.3220, 0.0657], [-0.0778, -0.8722, -0.3654], [0.9055, 1.3881, -0.4086], [1.8372, 0.1607, 0.5407], [0.9485, 1.4462, 1.3772], [-0.3161, -0.6617, 2.4763], [-0.2233, -5.6384, 3.7584], [-0.4670, -4.6562, 2.6595], [-1.9643, -4.3253, 2.4307], [0.2786, -3.5242, 3.0717], [-0.6888, -6.6236, 3.4963], [-0.7965, -5.3601, 4.6656], [0.8354, -5.8145, 3.8743], [-0.0136, -5.0370, 1.7668], [-2.3623, -3.9058, 3.3699], [-2.6208, -5.1342, 2.2002], [-2.0648, -3.5845, 1.6598], [0.1042, -2.7686, 2.5024]],
  "forces_ev_per_angstrom": [[-0.427, -0.821, -0.275], [1.427, -0.508, 0.058], [-0.240, -1.207, -0.405], [0.830, 0.652, -0.060], [0.937, 0.309, -0.259], [0.540, 0.397, 0.629], [0.113, -0.127, 0.057], [-0.302, 0.335, -0.011], [-0.537, 0.127, 0.189], [-0.161, 0.345, -0.591], [-0.161, 1.231, 0.559], [-0.534, 0.391, -0.074], [-0.809, -1.287, 0.531], [0.241, 0.299, 0.584], [-0.317, 0.342, -0.266], [-0.269, 0.269, -0.079], [-0.297, -0.640, -0.565], [-0.119, 1.174, -0.334], [0.724, 0.044, 0.749], [-2.212, -0.616, -0.115], [0.370, 0.911, -0.126], [-0.465, -1.044, 0.887], [-0.396, -0.270, -0.446], [0.227, -0.639, -0.193], [-0.238, -0.095, 0.005], [-0.021, -0.042, 0.180], [0.329, -0.058, -0.531], [1.003, 0.235, 0.135], [0.340, 0.192, 0.174], [0.464, -0.247, -0.707], [-0.081, 0.146, 0.163], [0.111, 0.428, -0.145], [-0.353, -0.171, 0.314], [0.313, -0.001, -0.022], [-0.478, 0.994, -0.091], [1.087, -0.324, -0.169], [-0.178, -0.324, 0.765], [1.574, 0.180, -0.750], [-2.039, 0.142, 0.454], [-0.295, -0.494, -0.323], [0.135, 0.041, -0.304], [-0.151, -0.211, 0.024], [0.210, 0.322, 0.205], [-0.716, -0.017, 0.126], [0.105, -0.838, -0.182], [-0.056, 0.271, 0.057], [0.230, 0.115, -0.327], [0.086, -0.155, 0.396], [0.395, -0.140, 0.133], [-0.012, 0.418, -0.917], [0.153, 0.098, 0.782], [-0.966, -1.617, 0.433], [0.647, 1.247, 1.174], [-1.598, -0.103, -0.520], [0.298, 0.366, -0.933], [-0.197, 0.042, 1.468], [-0.897, -0.169, -1.739], [-0.216, 0.161, -0.032], [0.340, 0.697, -0.852], [0.087, 0.261, 0.081], [-0.020, -0.668, -0.480], [0.733, 0.237, 0.409], [0.203, -0.211, 0.150], [-0.035, 0.030, -0.352], [0.000, -0.070, -0.244], [0.329, -0.412, -0.216], [1.331, 0.269, 0.757], [-0.223, -0.123, 0.685], [1.209, -0.677, -0.553], [-0.765, -0.087, -0.629], [1.833, 0.059, 0.103], [-0.660, -0.291, -0.660], [0.241, -0.108, -0.460], [-0.129, 0.795, 0.582], [-0.277, 0.234, 0.144], [-0.477, 0.140, 0.131], [-0.222, 0.189, 0.579], [-0.005, -0.036, 0.569], [-0.573, 0.354, -0.451], [-0.413, 0.184, -0.166], [-0.086, -0.175, 0.362], [0.193, 0.024, -0.059], [-0.084, 0.105, 0.266], [0.241, -0.259, -0.293], [0.125, -0.400, 0.609], [-0.061, -0.208, -1.216], [0.349, -1.501, 0.325], [-0.120, 0.813, 0.158], [-0.698, 0.273, 0.230], [0.560, -0.296, 0.914], [0.005, 0.375, 0.958], [-0.367, 0.907, -0.413], [0.017, 0.361, -0.271], [-0.086, -0.599, 0.520], [0.364, 0.174, 0.108], [-0.146, -0.373, -0.335], [0.257, 0.433, 0.029], [0.018, -0.227, -0.163], [-0.127, -0.270, -0.150], [0.331, 0.362, -0.366], [0.261, -0.300, 0.026], [-0.506, 0.038, -0.245], [0.254, 1.735, -0.343], [0.117, 0.306, -0.164], [0.890, -0.458, 1.085], [-0.467, 0.442, 0.122], [0.206, -0.394, 0.198], [1.296, -0.071, -0.287], [0.105, -0.666, 0.068], [0.023, 0.302, 0.207], [-0.666, -0.341, 0.184], [-0.588, -1.068, -0.736], [0.356, 0.132, -0.297], [-0.585, 0.043, 0.121], [0.045, -0.170, 0.102], [-0.500, -0.018, 0.031], [0.010, 0.422, 0.094], [0.520, -0.035, -0.291], [-1.069, -0.215, 0.145], [0.908, 0.333, 0.153], [-0.561, -0.088, -0.423], [-0.577, -0.285, -1.317], [0.196, -0.268, -1.009], [-0.887, -0.209, -0.170], [0.296, 0.162, -0.179], [-0.356, -0.178, 0.194], [0.150, 0.319, 0.482], [0.322, 0.189, -0.074], [0.668, 0.180, 0.924], [-0.419, -0.196, 0.659], [0.171, 0.073, 0.556], [0.641, 0.262, 0.740], [0.103, -1.761, -0.849], [-1.049, 1.075, 1.150], [-0.127, 1.043, -0.162], [-0.071, 0.058, 0.255], [0.014, -0.083, -0.370], [0.223, -0.071, 0.080], [-0.115, 0.358, 0.505], [0.187, -0.247, 0.163], [0.383, -0.179, -0.135], [-0.188, -0.577, -0.774], [0.030, 0.100, -0.443], [-1.886, -1.726, 0.099], [-0.652, 0.142, 0.265], [0.925, 0.605, 1.280], [0.009, 0.514, 0.240], [0.441, 0.573, -0.051], [0.909, 0.174, -0.156], [0.236, 0.156, 0.543], [0.044, -0.255, -0.872], [0.176, 0.094, -0.245], [-0.056, -0.975, -0.349], [-0.060, 0.458, -0.396], [-0.079, 0.206, -0.412]],
  "charge": 0,
  "homo_lumo_gap_ev": 9.25,
  "total_energy_ha": -2605.83893
}

=====

Result set for energy above the lowest of the compared OMol25 structures with the same formula, charge and spin: 319.6, 78.6 kJ/mol, one per record in the order listed.